The following is a DFT calculation (ωB97M-V/def2-TZVPD) of a 2-piece molecular cluster, C5H16N2O overall.

## Properties
- relative energy (zero: lowest compared OMol25 entry of this formula, charge and spin) (eV) = 1.246
- charge = +1
- 2S+1 = 2
- HOMO energy (alpha / beta) (Ha) = -0.508 / -0.507
- expectation value of S² = 0.754

Atoms and positions in Å:
N  1.66  1.32  0.52
C  0.78  0.11  0.80
C  0.14  0.14  2.15
C  -0.13  0.08  -0.43
N  -0.52  -1.29  -0.76
C  0.50  -1.94  -1.67
C  -1.85  -1.21  -1.49
H  2.23  1.50  1.34
H  2.30  1.01  -0.20
H  1.46  -0.81  0.70
H  -0.73  -0.54  2.20
H  0.80  -0.05  2.97
H  -0.22  1.13  2.45
H  -1.00  0.73  -0.26
H  0.42  0.65  -1.18
H  1.40  -1.88  -1.07
H  0.48  -1.41  -2.64
H  0.15  -2.96  -1.82
H  -2.63  -1.13  -0.75
H  -1.73  -0.32  -2.10
H  -1.96  -2.04  -2.16
H  0.22  2.77  1.07
H  -1.19  2.83  1.46
O  -0.58  3.31  0.88

These are the Löwdin partial charges, in e, on atoms 1 to 4: atom 1 (N): 0.039, atom 2 (C): -0.408, atom 3 (C): -0.048, atom 4 (C): -0.157


The following is a DFT calculation (ωB97M-V/def2-TZVPD) of a 9-piece molecular cluster, C36H61N9 overall.

## Properties
- charge = +1
- 2S+1 = 2
- HOMO energy (alpha / beta) (Ha) = -0.450 / -0.450
- expectation value of S² = 0.762

Atoms and positions in Å:
C  -1.80  -1.18  -4.13
C  -1.18  -1.77  -5.37
C  -0.35  -0.71  -6.11
C  -0.66  0.70  -5.95
N  -0.96  1.80  -5.75
H  -1.06  -0.74  -3.45
H  -2.48  -1.82  -3.57
H  -2.47  -0.39  -4.48
H  -1.99  -2.10  -6.03
H  -0.57  -2.66  -5.23
H  -0.39  -0.91  -7.18
H  0.69  -0.87  -5.80
C  -2.60  3.48  -3.25
C  -1.40  4.45  -3.23
C  -1.65  5.73  -3.94
C  -2.84  6.48  -3.46
N  -3.81  7.04  -3.07
H  -3.44  3.97  -2.75
H  -2.38  2.54  -2.75
H  -2.93  3.26  -4.26
H  -0.56  3.95  -3.73
H  -1.06  4.50  -2.20
H  -1.92  5.52  -4.97
H  -0.76  6.36  -3.89
C  0.04  -0.11  -0.47
C  -1.07  0.96  -0.35
C  -0.91  1.88  0.85
C  0.40  2.53  1.06
N  1.38  3.03  1.30
H  1.01  0.40  -0.43
H  -0.11  -0.60  -1.43
H  -0.01  -0.85  0.33
H  -2.03  0.45  -0.27
H  -1.02  1.57  -1.26
H  -0.98  1.26  1.74
H  -1.69  2.64  0.91
C  -0.86  -2.28  3.31
C  -1.50  -1.70  4.61
C  -2.81  -0.88  4.52
C  -2.70  0.45  4.01
N  -2.60  1.55  3.64
H  -1.62  -2.90  2.85
H  -0.06  -2.99  3.48
H  -0.53  -1.50  2.62
H  -0.71  -1.11  5.05
H  -1.54  -2.55  5.30
H  -3.27  -0.67  5.48
H  -3.52  -1.29  3.80
C  1.97  -3.30  0.78
C  2.46  -4.77  0.44
C  3.93  -4.89  0.51
C  4.33  -6.27  0.22
N  4.64  -7.37  -0.03
H  2.27  -2.57  0.03
H  2.20  -2.95  1.79
H  0.89  -3.22  0.74
H  2.12  -4.87  -0.59
H  1.98  -5.56  1.01
H  4.16  -4.78  1.57
H  4.43  -4.17  -0.13
C  1.27  1.80  4.59
C  1.41  2.49  5.95
C  0.15  2.67  6.64
C  -0.56  1.48  6.98
N  -1.19  0.51  7.28
H  1.04  0.74  4.68
H  2.18  1.82  4.01
H  0.61  2.43  3.99
H  1.76  3.52  5.84
H  2.17  2.04  6.59
H  -0.55  3.21  5.99
H  0.21  3.28  7.54
C  -0.85  -3.65  -1.84
C  -1.64  -4.89  -2.39
C  -0.87  -6.20  -2.08
C  0.49  -6.23  -2.57
N  1.59  -6.26  -2.97
H  -0.70  -3.63  -0.76
H  -1.32  -2.69  -2.05
H  0.13  -3.65  -2.32
H  -1.69  -4.76  -3.47
H  -2.70  -4.90  -2.12
H  -1.41  -6.88  -2.73
H  -0.95  -6.45  -1.02
C  -1.29  5.08  4.04
C  0.12  5.54  3.68
C  0.22  6.31  2.33
C  -0.24  5.62  1.13
N  -0.63  5.16  0.17
H  -1.60  4.23  3.44
H  -2.09  5.81  3.91
H  -1.32  4.84  5.10
H  0.75  4.66  3.64
H  0.44  6.22  4.47
H  1.20  6.71  2.07
H  -0.57  7.04  2.48
N  4.38  -3.04  -3.45
C  4.70  -1.82  -3.06
C  3.54  -1.09  -2.89
C  2.48  -1.97  -3.19
C  3.01  -3.19  -3.56
H  5.04  -3.74  -3.76
H  5.74  -1.56  -2.97
H  3.53  -0.04  -2.61
H  1.44  -1.71  -3.18
H  2.52  -4.05  -3.98

These are the Löwdin partial charges, in e, on atoms 1 to 4: atom 1 (C): -0.119, atom 2 (C): -0.242, atom 3 (C): -0.187, atom 4 (C): -0.214


The following is a DFT calculation (ωB97M-V/def2-TZVPD) of C40H36KNO5S5Sb as an isolated structure.

## Properties
- relative energy (zero: lowest compared OMol25 entry of this formula, charge and spin) (eV) = 0.717
- charge = -2
- 2S+1 = 2
- HOMO energy (alpha / beta) (Ha) = -0.014 / -0.058
- expectation value of S² = 0.759

Atoms and positions in Å:
K  1.93  -2.58  -1.21
C  -6.52  -1.50  0.15
C  -5.09  -1.37  -0.30
C  -4.76  -0.69  -1.46
C  -3.44  -0.53  -1.85
C  -2.44  -1.05  -1.05
C  -2.74  -1.76  0.10
C  -4.06  -1.92  0.47
S  -0.69  -0.85  -1.45
O  -0.03  -1.57  -0.32
C  -0.57  0.93  -1.11
C  -0.41  1.68  -2.31
C  -0.31  3.04  -2.24
C  -0.33  3.70  -0.99
C  -0.18  5.11  -0.90
C  -0.14  5.74  0.31
C  -0.24  4.97  1.51
C  -0.38  3.63  1.45
C  -0.44  2.95  0.20
C  -0.57  1.53  0.12
C  -0.65  0.72  1.38
C  -1.88  0.67  2.11
C  -3.04  1.38  1.68
C  -4.21  1.29  2.36
C  -4.30  0.48  3.53
C  -3.21  -0.21  3.95
C  -1.97  -0.14  3.25
C  -0.84  -0.90  3.66
C  0.32  -0.86  2.95
C  0.41  -0.03  1.80
S  1.95  -0.10  0.80
O  2.49  -1.48  1.05
C  2.87  1.04  1.81
C  2.95  2.35  1.37
C  3.71  3.25  2.10
C  4.41  2.84  3.24
C  5.33  3.79  3.95
C  4.31  1.51  3.64
C  3.56  0.59  2.93
H  -7.22  -1.31  -0.67
H  -6.76  -0.79  0.95
H  -6.73  -2.50  0.54
H  -5.55  -0.28  -2.08
H  -3.20  0.00  -2.77
H  -1.92  -2.17  0.68
H  -4.30  -2.46  1.38
H  -0.31  1.15  -3.24
H  -0.16  3.62  -3.14
H  -0.08  5.67  -1.82
H  -0.01  6.81  0.36
H  -0.17  5.47  2.47
H  -0.42  3.04  2.36
H  -2.98  1.97  0.77
H  -5.09  1.82  2.01
H  -5.24  0.41  4.06
H  -3.27  -0.84  4.83
H  -0.93  -1.54  4.53
H  1.18  -1.47  3.20
H  2.50  2.64  0.43
H  3.82  4.26  1.75
H  4.97  4.82  3.89
H  6.32  3.76  3.50
H  5.43  3.53  5.00
H  4.89  1.18  4.50
H  3.54  -0.46  3.19
S  6.50  1.23  -0.32
Sb  4.75  -0.09  -1.06
S  3.34  0.88  -2.73
S  5.22  -2.31  -1.50
C  0.32  -1.83  -5.43
C  1.00  -2.62  -4.32
C  2.11  -3.51  -4.87
O  1.55  -1.72  -3.36
C  -0.08  -3.53  -3.63
O  -0.64  -4.34  -4.37
O  -0.29  -3.35  -2.39
H  1.07  -1.24  -5.98
H  -0.41  -1.14  -5.01
H  -0.19  -2.51  -6.12
H  2.84  -2.90  -5.42
H  1.69  -4.26  -5.54
H  2.65  -4.01  -4.07
H  2.18  -1.06  -3.72
C  0.84  -5.43  -0.31
C  1.96  -5.95  -1.11
N  2.82  -6.37  -1.74
H  0.34  -6.26  0.19
H  0.13  -4.90  -0.97
H  1.19  -4.73  0.46

These are the Löwdin partial charges, in e, on atoms 1 to 4: atom 1 (K): 0.604, atom 2 (C): -0.060, atom 3 (C): -0.286, atom 4 (C): -0.049


no.,maximum force (eV/A)
1,5.55
2,6.31
3,1.99